one | Computed, not measured: a gas-phase ion, C4H6N (charge +1), with wB97M-V/def2-TZVPD.

Output
charge	+1
SMILES	C#[N+]C(=C)C
HOMO energy	-15.02	eV
LUMO level	-5.42	eV

Cartesian coordinates (Å):
C: 2.438 -0.243 -0.649
N: 1.416 0.060 -0.163
C: 0.131 0.259 0.265
C: -0.167 1.556 0.682
C: -0.652 -1.020 -0.171
H: 3.442 -0.510 -1.069
H: 0.582 2.425 0.666
H: -1.252 1.857 0.849
H: -1.670 -1.059 0.339
H: -0.615 -0.954 -1.219
H: -0.036 -1.895 0.089

---

two | Computed, not measured: a gas-phase ion, C4H6N (charge +1), with wB97M-V/def2-TZVPD.

Output
charge	+1
HOMO energy	-13.57	eV
LUMO level	-5.14	eV

Cartesian coordinates (Å):
C: -0.909 -0.367 -0.512
C: -2.057 0.222 -0.740
C: 1.313 -0.125 0.352
C: 1.034 1.056 1.083
N: 0.196 -0.865 -0.239
H: -2.756 0.265 -0.059
H: -2.264 0.652 -1.641
H: 2.143 -0.182 -0.395
H: 1.279 -0.583 1.424
H: 1.747 1.769 1.338
H: 0.274 -1.842 -0.611

---

The most stable of them is one.

---

one | Computed, not measured: a single C3H7NO4S molecule, with wB97M-V/def2-TZVPD.

Output
charge	0
HOMO energy	-9.49	eV
LUMO level	0.57	eV

Cartesian coordinates (Å):
C: -0.461 -0.490 0.542
C: -1.459 -0.075 -0.525
C: 0.929 -0.784 0.020
N: -2.828 -0.302 -0.364
O: 3.265 0.023 0.093
O: 1.693 1.856 0.261
O: -0.806 0.860 0.417
O: 1.185 -0.551 -1.297
S: 2.095 0.367 0.938
H: -0.761 -0.904 1.583
H: -1.026 0.200 -1.490
H: 1.235 -1.868 0.111
H: 1.186 2.403 0.888
H: -3.439 0.418 -0.492
H: -2.961 -0.733 0.608
H: 2.152 -0.421 -1.294

---

two | Computed, not measured: 2 unconnected molecules or ions with the total composition C3H7NO4S, with wB97M-V/def2-TZVPD.

Output
charge	0
HOMO energy	-9.42	eV
LUMO level	-0.59	eV

Cartesian coordinates (Å):
C: -2.451 0.682 0.030
C: 1.685 -0.613 1.378
C: -1.355 1.451 -0.074
N: -0.516 1.494 -1.211
O: 0.509 2.170 -1.182
O: -0.882 0.838 -2.172
O: 1.932 -2.519 -0.450
O: -0.125 -1.121 -0.528
S: 1.291 -0.959 -0.434
H: -2.632 -0.089 -0.684
H: 1.703 -2.921 -1.286
H: -2.942 0.614 0.989
H: 0.671 -0.311 1.653
H: 2.258 -1.418 1.872
H: 2.113 0.446 1.363
H: -1.257 2.257 0.737

---

The most stable of them is one.

---

one | Computed, not measured: 4 unconnected molecules or ions with the total composition C5H19NO5, with wB97M-V/def2-TZVPD.

Output
charge	0
SMILES	N[C@@H](CO)CCCO.O.O.O
HOMO energy	-9.95	eV
LUMO level	0.34	eV

Cartesian coordinates (Å):
N: 1.441 1.308 -0.354
C: 0.849 0.238 0.473
C: 1.543 0.137 1.863
O: 2.911 -0.094 1.538
C: -0.653 0.486 0.675
C: -1.471 -0.795 0.684
C: -1.649 -1.399 -0.717
O: -2.221 -0.447 -1.580
H: 2.458 1.142 -0.527
H: 1.379 2.220 0.136
H: 1.002 -0.768 -0.089
H: 1.172 -0.656 2.412
H: 1.472 1.072 2.385
H: 3.493 -0.158 2.328
H: -1.010 1.100 -0.127
H: -0.816 1.067 1.591
H: -2.437 -0.551 1.101
H: -1.004 -1.599 1.390
H: -2.329 -2.235 -0.747
H: -0.665 -1.712 -1.133
H: -1.509 0.167 -2.036
O: -0.274 1.040 -2.669
H: -0.460 1.928 -2.827
H: 0.413 1.034 -1.992
O: -3.709 1.344 -0.226
H: -4.519 1.345 -0.729
H: -3.156 0.665 -0.738
O: 3.027 -2.278 -0.029
H: 2.938 -1.482 0.541
H: 3.786 -2.116 -0.599

---

two | Computed, not measured: 5 unconnected molecules or ions with the total composition C5H19NO5, with wB97M-V/def2-TZVPD.

Output
charge	0
SMILES	C=C(N)CCCO.O.O.O.O
HOMO energy	-8.64	eV
LUMO level	0.32	eV

Cartesian coordinates (Å):
C: 0.323 -1.256 1.170
C: -0.734 -0.797 0.502
N: -1.888 -0.289 1.165
C: -0.917 -0.746 -0.967
C: -0.905 0.680 -1.523
C: 0.505 1.338 -1.380
O: 1.641 0.515 -1.058
H: 1.320 -1.557 0.747
H: 0.304 -1.430 2.242
H: -2.703 -0.326 0.738
H: -1.921 -0.526 2.141
H: -0.086 -1.227 -1.548
H: -1.955 -1.200 -1.297
H: -1.169 0.725 -2.581
H: -1.549 1.514 -1.147
H: 0.533 2.276 -0.722
H: 0.776 1.814 -2.408
H: 1.418 -0.253 -0.550
O: 3.595 -1.500 0.955
H: 4.222 -2.081 1.404
H: 3.840 -1.638 -0.018
O: 4.275 1.413 0.741
H: 3.524 1.604 0.073
H: 3.927 0.703 1.284
O: -4.027 -1.278 -0.853
H: -4.478 -1.811 -0.203
H: -3.603 -1.858 -1.320
O: -1.310 2.808 1.457
H: -1.826 2.345 0.827
H: -1.131 2.039 2.129

---

The most stable of them is one.

---

one | Computed, not measured: 2 unconnected molecules or ions with the total composition C8H12N2O2, with wB97M-V/def2-TZVPD.

Output
charge	0
SMILES	C#COC(C)(C)C.N#C/C=N\O
HOMO energy	-9.29	eV
LUMO level	0.44	eV

Cartesian coordinates (Å):
C: 1.618 -2.172 0.560
C: 0.799 -1.288 0.791
O: -0.045 -0.313 0.751
C: -1.053 -0.357 -0.381
C: -2.335 0.019 0.242
C: -0.582 0.641 -1.458
C: -1.191 -1.714 -1.063
H: 2.137 -3.057 0.787
H: -2.402 1.085 0.289
H: -3.222 -0.238 -0.256
H: -2.246 -0.403 1.355
H: -0.502 1.663 -1.099
H: -1.426 0.550 -2.088
H: 0.167 0.380 -2.242
H: -1.663 -1.438 -1.941
H: -0.282 -2.206 -1.306
H: -1.784 -2.392 -0.447
N: 0.616 3.271 1.273
C: 1.128 2.249 1.472
C: 1.872 0.996 1.607
N: 2.933 0.675 0.983
O: 3.322 1.485 -0.050
H: 1.547 0.306 2.445
H: 2.595 2.257 -0.224

---

two | Computed, not measured: a molecular structure, C8H12N2O2, with wB97M-V/def2-TZVPD.

Output
charge	0
HOMO energy	-8.85	eV
LUMO level	0.83	eV

Cartesian coordinates (Å):
C: 2.898 -0.908 0.920
C: 1.846 0.022 0.302
C: 3.480 -0.620 -0.485
C: 3.755 0.903 -0.375
C: 2.592 1.340 0.143
C: -3.120 -1.036 -0.580
C: -2.155 -1.132 0.595
C: -1.909 1.088 0.308
H: 3.419 -0.593 1.819
H: 2.526 -1.929 0.996
H: 0.793 0.027 0.607
H: 4.187 -1.306 -0.966
H: 4.672 1.441 -0.513
H: 2.346 2.365 0.401
H: -2.553 -0.891 -1.507
H: -3.788 -1.919 -0.661
H: -1.567 -2.066 0.526
H: -2.772 -1.182 1.500
H: -1.442 2.086 0.286
H: -3.585 2.007 -0.505
N: -1.258 0.020 0.585
N: -3.245 1.186 -0.016
O: 2.092 -0.628 -0.983
O: -3.972 0.076 -0.382

---

The most stable of them is two.

---

one | Computed, not measured: 2 unconnected molecules or ions with the total composition C5H11O3, with wB97M-V/def2-TZVPD.

Output
charge	-1
HOMO energy	-4.40	eV
LUMO level	3.90	eV

Cartesian coordinates (Å):
C: 1.788 -0.306 -0.430
C: 2.110 1.195 -0.163
C: 1.458 -1.183 0.879
O: 0.698 -0.425 -1.378
H: 2.522 -0.742 -1.048
H: 1.247 2.027 -0.135
H: 2.064 -0.690 1.631
H: 0.340 -1.052 0.914
H: 1.799 -2.208 0.708
H: -0.050 0.191 -1.097
H: 2.834 1.684 -0.821
H: 2.477 1.188 0.829
C: -3.107 -0.488 -0.110
C: -2.179 0.763 0.312
O: -2.674 1.426 1.203
O: -1.263 0.986 -0.472
H: -2.662 -1.183 -0.840
H: -3.985 -0.071 -0.664
H: -3.416 -1.110 0.682

---

two | Computed, not measured: a molecular structure, C5H11O3, with wB97M-V/def2-TZVPD.

Output
charge	-1
HOMO energy	-2.37	eV
LUMO level	3.55	eV

Cartesian coordinates (Å):
C: -0.923 0.751 -0.598
O: -0.678 -0.572 -0.756
C: -1.752 1.337 -1.784
C: -0.826 1.194 -3.006
H: 0.038 1.334 -0.593
H: -1.386 0.987 0.389
H: -2.019 2.389 -1.625
H: -2.671 0.753 -1.870
H: -1.274 0.935 -3.969
H: -0.059 0.459 -2.758
H: -0.250 2.119 -3.132
O: 0.686 0.269 2.376
C: 1.000 -0.615 1.657
O: 2.104 -0.480 0.842
C: 0.514 -2.032 1.739
H: 2.425 -0.488 1.838
H: 0.890 -2.446 2.682
H: 0.884 -2.673 0.947
H: -0.569 -2.098 1.754

---

three | Computed, not measured: 2 unconnected molecules or ions with the total composition C5H11O3, with wB97M-V/def2-TZVPD.

Output
charge	-1
HOMO energy	-2.63	eV
LUMO level	3.46	eV

Cartesian coordinates (Å):
O: -2.364 -2.000 -0.716
C: -1.533 -1.198 -0.346
C: -0.985 -0.135 -1.231
C: 0.010 0.912 -0.744
C: 1.090 0.412 0.185
C: 1.934 -1.003 -0.098
O: 2.944 -1.105 0.723
H: -1.172 -1.337 0.697
H: -1.746 0.305 -1.884
H: -0.406 -0.731 -1.966
H: -0.651 1.684 -0.291
H: 0.446 1.443 -1.593
H: 1.889 1.165 0.181
H: 0.844 0.221 1.233
H: 1.092 -1.724 0.080
H: 2.209 -1.049 -1.188
H: -0.660 1.920 2.374
H: -1.578 0.887 1.879
O: -1.363 1.333 2.705

---

The most stable of them is one.